Run 1
Formula: C4H6N2O2
Source: the OMol25 dataset
Level of theory: wB97M-V/def2-TZVPD

XYZ file:
```
14
C4H6N2O2, DFT wB97M-V/def2-TZVPD
O 2.12050 -1.51783 -0.45176
C 1.59837 -0.43296 -0.19147
O 2.21931 0.73992 -0.26662
C 0.30347 -0.33938 0.57675
C -0.56783 0.91062 0.18090
C -1.80671 0.19030 -0.54422
N -1.62097 -1.04328 -0.42636
N -0.61090 -1.44267 0.36335
H 1.59592 1.73947 -0.16426
H 0.64789 -0.28554 1.59665
H -0.67081 1.53229 1.05246
H -0.31894 1.63929 -0.70030
H -2.61807 0.64815 -1.17506
H -0.27123 -2.33839 0.14993
```

Lowest unoccupied orbital energy (eV): 0.1
E_HOMO (eV): -8.953
Spin multiplicity: 1
Total charge: 0

---

Run 2
Formula: C4H6N2O2
Source: the OMol25 dataset
Level of theory: wB97M-V/def2-TZVPD

XYZ file:
```
14
C4H6N2O2, DFT wB97M-V/def2-TZVPD
O 3.37375 -0.20145 -0.06707
C 2.17401 -0.06291 0.06248
C 1.07999 -1.00422 0.28974
C -0.12273 -0.35989 -0.13023
C -1.73070 -0.65632 -0.45517
O -2.34853 0.45971 0.28533
N 0.05156 1.04808 -0.14632
N 1.45323 1.16570 -0.15776
H 1.56594 -2.01484 0.03272
H -2.42208 -0.70367 -1.38617
H -2.13791 -1.57425 0.26392
H -2.33885 0.25296 1.45395
H -0.33357 1.82072 -0.66830
H 1.73589 1.83040 0.62287
```

Lowest unoccupied orbital energy (eV): 0.2
E_HOMO (eV): -8.720
Spin multiplicity: 1
Total charge: 0

---

Stability verdict: run 1, ahead by 0.0824 hartree

---

Run 1
Formula: C4H6N2O2
Source: the OMol25 dataset
Level of theory: wB97M-V/def2-TZVPD

XYZ file:
```
14
C4H6N2O2, DFT wB97M-V/def2-TZVPD
N 1.63335 1.42580 0.05149
C 0.96440 0.25553 0.12872
O 1.52807 -0.88863 0.51895
N 1.00335 -1.04477 -0.91609
C -0.48956 -1.02071 -0.75273
C -1.04706 -1.14117 0.64483
C -0.57113 0.18982 0.11519
O -1.31167 1.36079 0.07894
H 1.14305 2.26086 0.33206
H 2.64093 1.37619 0.06488
H -1.04081 -1.26234 -1.64734
H -0.49602 -1.66114 1.41599
H -2.12396 -1.23200 0.69648
H -1.83294 1.38175 -0.73136
```

Lowest unoccupied orbital energy (eV): 0.7
E_HOMO (eV): -8.189
Spin multiplicity: 1
Total charge: 0

---

Run 2
Formula: C4H6N2O2
Source: the OMol25 dataset
Level of theory: wB97M-V/def2-TZVPD

XYZ file:
```
14
C4H6N2O2, DFT wB97M-V/def2-TZVPD
C 0.53379 -1.97132 0.03344
C -0.05400 0.04559 1.59432
C -0.37174 -0.01079 -1.29875
C -0.49765 -0.96359 -0.12624
N 1.25308 -2.83614 0.34082
N 1.03454 0.80571 1.52557
O -0.87803 0.00494 2.40036
O -1.76951 -1.39974 0.00471
H 0.26712 0.93372 -1.08221
H 0.36134 -0.53687 -2.02433
H -1.40270 0.18229 -1.68072
H 1.56059 0.84165 0.58228
H 1.15557 1.43384 2.27284
H -1.90969 -2.04425 0.73754
```

Lowest unoccupied orbital energy (eV): 0.5
E_HOMO (eV): -8.745
Spin multiplicity: 1
Total charge: 0

---

Stability verdict: run 2, ahead by 0.1106 hartree

---

Run 1
Formula: C4H6N2O2
Source: the OMol25 dataset
Level of theory: wB97M-V/def2-TZVPD

XYZ file:
```
14
C4H6N2O2, DFT wB97M-V/def2-TZVPD
O 3.07004 0.52948 0.03300
C 2.50210 -0.57773 0.06120
O 1.13564 -0.64095 -0.05230
C 0.57464 0.50922 -0.03907
N -0.68657 0.64414 -0.11807
N -1.39276 -0.46877 -0.07821
C -2.42724 0.04641 0.80851
C -2.65329 -0.10443 -0.69069
H 3.08844 -1.50916 0.04224
H 1.24578 1.35478 -0.21817
H -2.19984 1.05949 1.39681
H -2.99175 -0.65985 1.42996
H -3.68842 -0.90336 -0.74886
H -2.52159 1.08136 -1.21341
```

Lowest unoccupied orbital energy (eV): 0.5
E_HOMO (eV): -8.833
Spin multiplicity: 1
Total charge: 0

---

Run 2
Formula: C4H6N2O2
Source: the OMol25 dataset
Level of theory: wB97M-V/def2-TZVPD

XYZ file:
```
14
C4H6N2O2, DFT wB97M-V/def2-TZVPD
O 1.83671 -1.29565 0.13655
C 0.68704 -1.86182 -0.15454
C -0.41490 -0.83305 0.02117
N -1.61158 -1.21803 -0.15177
O -2.59465 -0.33403 0.16532
C -0.04000 0.50688 0.55889
C 1.01380 1.19928 0.03175
N -0.18377 1.50286 -0.50628
H 0.49195 -2.88677 -0.44116
H -2.20254 0.67152 -0.17596
H -0.36481 0.89695 1.61779
H 1.36131 1.70970 0.90142
H 1.98825 1.00384 -0.57412
H 0.03319 0.93831 -1.42906
```

Lowest unoccupied orbital energy (eV): -0.5
E_HOMO (eV): -9.676
Spin multiplicity: 1
Total charge: 0

---

Run 3
Formula: C4H6N2O2
Source: the OMol25 dataset
Level of theory: wB97M-V/def2-TZVPD

XYZ file:
```
14
C4H6N2O2, DFT wB97M-V/def2-TZVPD
C -0.79963 2.15117 -0.36686
N 1.43290 -1.33942 -0.87638
C 0.74935 -0.29821 -1.25760
C 0.19501 -1.20429 0.86088
C -0.24185 -0.11176 -0.10997
O -0.33053 1.14466 0.49698
O -0.38938 -1.39111 2.02530
N 1.14634 -1.91368 0.37806
H 0.05625 -2.09966 2.50680
H 2.17945 -1.77985 -1.39556
H -1.23073 -0.41552 -0.52430
H -0.12883 2.27795 -1.22262
H -1.80733 1.91604 -0.74306
H -0.83103 3.06369 0.22835
```

Lowest unoccupied orbital energy (eV): 0.7
E_HOMO (eV): -8.689
Spin multiplicity: 1
Total charge: 0

---

Stability verdict: run 3, ahead by 0.0895 hartree

---

Run 1
Formula: C4H6N2O2
Source: the OMol25 dataset
Level of theory: wB97M-V/def2-TZVPD

XYZ file:
```
14
C4H6N2O2, DFT wB97M-V/def2-TZVPD
C 0.24588 1.31497 0.74391
C -0.78109 0.39839 0.34454
C 0.09130 -1.52404 -1.01427
C 0.68118 0.15601 -0.09779
H 0.27312 2.95501 -0.62873
H 0.61902 1.12221 1.80933
H -1.28234 0.78426 -0.61503
H -0.77470 -1.37329 1.68311
H -0.14996 -2.20829 -2.05726
H 1.34916 -0.28449 0.85409
N -1.09551 -0.93534 0.84459
N -0.56993 -1.90835 0.03692
O 0.40413 2.62769 0.36121
O 0.87089 -0.52288 -1.24552
```

Lowest unoccupied orbital energy (eV): 0.5
E_HOMO (eV): -7.762
Spin multiplicity: 1
Total charge: 0

---

Run 2
Formula: C4H6N2O2
Source: the OMol25 dataset
Level of theory: wB97M-V/def2-TZVPD

XYZ file:
```
14
C4H6N2O2, DFT wB97M-V/def2-TZVPD
C 0.02282 -1.93555 0.26419
C -0.05989 0.68285 0.05249
C -1.80947 -1.09067 -1.04979
C 1.78531 1.82738 0.83754
N 0.67239 -2.61340 0.94575
N -0.41055 -1.20787 -0.70008
O -0.94377 1.46416 0.04720
O 1.16971 0.55068 0.34340
H -1.85370 -0.35526 -1.83032
H -2.04590 -2.15047 -1.57041
H -2.62772 -1.11281 -0.28522
H 1.23399 2.77644 0.86112
H 2.72353 1.69038 0.25664
H 2.14323 1.47414 1.82749
```

Lowest unoccupied orbital energy (eV): 0.1
E_HOMO (eV): -8.954
Spin multiplicity: 1
Total charge: 0

---

Run 3
Formula: C4H6N2O2
Source: the OMol25 dataset
Level of theory: wB97M-V/def2-TZVPD

XYZ file:
```
14
C4H6N2O2, DFT wB97M-V/def2-TZVPD
H -3.05062 -1.00886 -0.25763
N -2.69317 -0.08202 0.02000
C -1.42392 0.15749 -0.14987
C -0.18950 -0.72705 -0.35156
C 0.77487 0.07621 0.47893
C 2.23539 -0.22338 0.19600
O 2.94879 0.36843 -0.54812
O 0.54682 1.43643 0.16759
N -0.81741 1.35872 -0.28092
H 0.10302 -0.58802 -1.40671
H -0.10997 -1.91295 -0.14746
H 0.58287 -0.05321 1.53675
H 2.48586 -1.08786 0.85878
H -1.39302 2.28607 -0.11579
```

Lowest unoccupied orbital energy (eV): 0.7
E_HOMO (eV): -9.113
Spin multiplicity: 1
Total charge: 0

---

Run 4
Formula: C4H6N2O2
Source: the OMol25 dataset
Level of theory: wB97M-V/def2-TZVPD

XYZ file:
```
14
C4H6N2O2, DFT wB97M-V/def2-TZVPD
C -0.65225 1.18644 0.55309
N -1.79895 0.48457 0.12421
O -1.45810 -0.44332 -0.79298
C -0.60622 -1.43139 -0.21352
C 0.73389 -1.27854 0.39801
N 1.65040 -0.47346 0.11033
O 1.06504 0.28752 -0.87948
C 0.57501 1.55181 -0.33796
H -0.90721 1.76503 1.37699
H -1.10284 -2.09933 0.48314
H -0.40642 -2.04016 -1.11660
H 0.99203 -1.79067 1.13076
H 1.55746 2.01210 0.25795
H 0.35817 2.26937 -1.09391
```

Lowest unoccupied orbital energy (eV): 0.0
E_HOMO (eV): -9.086
Spin multiplicity: 1
Total charge: 0

---

Stability verdict: run 3, ahead by 0.0054 hartree

---

Run 1
Formula: C4H6N2O2
Source: the OMol25 dataset
Level of theory: wB97M-V/def2-TZVPD

XYZ file:
```
14
C4H6N2O2, DFT wB97M-V/def2-TZVPD
C 1.98942 1.77365 0.44817
N 0.94343 1.08013 0.42038
O 0.95384 0.02488 -0.46855
C -0.16282 -0.77870 -0.56945
C -0.09853 -1.75264 -1.47615
C -1.41958 -0.64784 0.24799
N -1.49582 0.37148 1.12355
O -2.32261 -1.44699 0.09764
H 2.86077 1.61072 -0.18335
H 1.98564 2.60049 1.13486
H 0.76935 -1.89596 -2.09343
H -0.94014 -2.40884 -1.59346
H -2.33772 0.45475 1.66832
H -0.72523 1.01492 1.24352
```

Lowest unoccupied orbital energy (eV): 0.9
E_HOMO (eV): -9.191
Spin multiplicity: 1
Total charge: 0

---

Run 2
Formula: C4H6N2O2
Source: the OMol25 dataset
Level of theory: wB97M-V/def2-TZVPD

XYZ file:
```
14
C4H6N2O2, DFT wB97M-V/def2-TZVPD
C 2.38704 -0.34995 0.60131
N 1.40300 -0.67272 -0.39526
N 0.13891 -0.29277 -0.40397
O -0.96748 -1.35939 -0.25717
C -2.01779 -0.66386 0.30185
C -1.74562 0.69496 0.29218
C -0.27237 0.90423 0.01162
O 0.35095 1.92001 -0.23644
H 3.02518 0.68329 0.34252
H 3.23217 -1.36503 0.70262
H 1.71961 -0.34632 1.65498
H 1.67644 -0.31579 -1.38663
H -2.99354 -1.25189 0.44137
H -2.62841 1.35701 0.54696
```

Lowest unoccupied orbital energy (eV): 0.9
E_HOMO (eV): -9.360
Spin multiplicity: 1
Total charge: 0

---

Run 3
Formula: C4H6N2O2
Source: the OMol25 dataset
Level of theory: wB97M-V/def2-TZVPD

XYZ file:
```
14
C4H6N2O2, DFT wB97M-V/def2-TZVPD
C -1.00041 -0.92904 1.04631
C 1.09728 0.51666 0.65734
C 0.00599 -1.40126 -0.88505
C 0.17901 0.14020 -0.38297
N -0.72410 -1.91249 0.26864
N -0.33022 1.13224 -1.21182
O 0.96652 1.74852 1.20688
O 2.03596 -0.18076 1.06115
H -1.32271 -1.01254 2.02189
H -0.72322 -1.42860 -1.70902
H 0.95828 -1.95508 -0.90961
H -1.29345 1.01242 -1.37438
H -0.05899 2.02336 -0.72433
H 0.21008 2.24637 0.93497
```

Lowest unoccupied orbital energy (spin up / spin down) (eV): -0.2 / -0.2
E_HOMO (spin up / spin down) (eV): -8.302 / -8.303
Spin multiplicity: 1
Total charge: 0

---

Stability verdict: run 1, ahead by 0.0555 hartree